Record 1
DFT (ωB97M-V/def2-TZVPD) results for a structure of composition C33H36IInN8O2.

```
81
Properties=species:S:1:pos:R:3:forces:R:3
In 0.182 -0.664 1.231 0.04 0.08 0.23
C 3.376 -0.554 4.652 0.04 -0.05 -0.01
C 2.364 -0.357 3.571 0.02 -0.19 0.17
N 1.515 -1.210 3.159 -0.10 0.32 -0.20
C 1.350 -2.533 3.709 -0.04 -0.23 0.00
C 0.909 -3.488 2.598 0.19 0.09 0.22
N -0.170 -2.944 1.757 0.14 0.08 -0.41
C -1.558 -3.180 2.173 -0.16 0.14 0.22
C -2.087 -2.055 3.065 -0.01 -0.20 -0.12
N -1.869 -0.749 2.437 0.11 0.08 -0.03
C -2.891 -0.312 1.463 -0.08 0.10 -0.08
C -2.560 1.113 0.956 -0.23 0.01 -0.02
N -1.145 1.330 1.123 0.41 -0.26 -0.28
C -0.540 2.444 1.185 -0.24 0.09 0.00
C -1.109 3.785 0.863 -0.04 0.02 0.09
C 0.860 2.364 1.711 0.28 0.04 0.13
C 1.813 3.369 1.650 -0.09 -0.01 -0.02
C 3.045 3.141 2.250 0.03 -0.03 0.01
C 3.293 1.944 2.910 -0.04 0.00 -0.01
C 2.286 0.986 2.915 0.05 0.26 -0.06
N 1.123 1.219 2.330 -0.05 -0.08 -0.11
H 3.127 -1.380 5.312 -0.01 0.01 -0.01
H 3.470 0.351 5.251 0.01 0.00 0.01
H 4.353 -0.759 4.206 0.00 0.02 0.00
H 0.593 -2.485 4.499 0.04 0.01 0.02
H 2.263 -2.935 4.149 -0.02 0.02 0.02
H 0.624 -4.445 3.040 -0.02 -0.01 -0.06
H 1.768 -3.648 1.946 -0.05 -0.04 -0.05
H -0.035 -3.340 0.835 0.02 -0.05 0.08
H -1.659 -4.128 2.706 0.01 -0.03 -0.06
H -2.178 -3.232 1.277 0.06 -0.06 -0.04
H -1.557 -2.060 4.017 -0.04 0.04 0.03
H -3.146 -2.236 3.269 0.02 0.01 0.05
H -1.800 -0.035 3.157 0.08 -0.05 0.03
H -3.889 -0.315 1.908 0.02 -0.06 -0.01
H -2.885 -1.010 0.625 -0.04 -0.02 0.06
H -3.129 1.858 1.519 0.00 -0.02 -0.03
H -2.852 1.184 -0.094 -0.06 0.06 -0.06
H -2.182 3.751 0.692 0.02 -0.03 -0.01
H -0.632 4.157 -0.048 0.00 0.00 0.00
H -0.891 4.498 1.659 -0.02 0.02 -0.01
H 1.619 4.300 1.136 -0.03 0.01 0.03
H 3.817 3.898 2.208 -0.01 0.01 -0.01
H 4.248 1.772 3.385 -0.02 -0.05 0.02
I 6.341 0.542 -5.182 -0.18 -0.02 0.24
C 4.976 0.283 -3.612 0.18 0.04 -0.23
C 3.763 0.960 -3.640 0.02 -0.01 -0.03
C 2.857 0.767 -2.613 0.03 -0.04 0.10
C 3.149 -0.117 -1.573 -0.13 0.09 -0.01
C 4.367 -0.788 -1.553 -0.09 -0.02 0.04
C 5.287 -0.576 -2.566 0.07 -0.09 0.00
C 2.130 -0.322 -0.516 0.39 0.12 -0.41
O 2.078 -1.393 0.155 -0.31 -0.07 0.37
O 1.276 0.592 -0.303 -0.14 -0.28 0.03
H 3.534 1.630 -4.458 -0.01 0.00 0.01
H 1.910 1.289 -2.611 0.00 0.04 -0.01
H 4.591 -1.467 -0.741 0.00 -0.03 -0.03
H 6.239 -1.088 -2.552 -0.01 0.00 0.01
C -1.082 -2.873 -2.753 0.02 -0.02 -0.12
C -0.957 -2.619 -1.406 0.01 0.02 0.03
N -0.861 -1.378 -0.902 0.07 0.13 0.23
C -0.938 -0.359 -1.760 -0.13 0.00 -0.23
C -1.067 -0.514 -3.136 -0.14 0.00 0.02
C -1.107 -1.805 -3.640 -0.10 -0.02 0.14
C -1.072 0.664 -4.033 -0.23 0.30 0.01
C -2.039 1.572 -4.215 0.08 -0.38 0.00
C -3.435 1.552 -3.729 -0.32 0.11 0.09
C -4.362 2.405 -4.328 0.17 -0.04 0.04
C -5.678 2.327 -3.902 0.04 0.03 -0.02
N -6.072 1.452 -2.983 -0.14 0.04 -0.03
C -5.126 0.677 -2.480 0.15 -0.05 0.15
N -3.831 0.699 -2.773 0.41 -0.16 -0.03
H -1.146 -3.891 -3.109 0.00 -0.01 0.03
H -0.937 -3.453 -0.716 -0.02 0.03 -0.04
H -0.875 0.633 -1.342 0.03 0.06 -0.02
H -1.196 -1.975 -4.705 0.04 0.00 -0.01
H -0.168 0.765 -4.626 0.03 0.14 0.03
H -1.844 2.375 -4.915 0.08 -0.03 -0.05
H -4.059 3.097 -5.101 -0.04 0.03 0.00
H -6.442 2.981 -4.305 0.02 -0.01 -0.05
H -5.439 -0.056 -1.741 0.00 0.07 -0.02
```
Positions in Å, forces in eV/Å.

Results
Total charge: +2
F_max in eV/Å: 0.576
E_LUMO in eV: -5.80
HOMO-LUMO gap in eV: 6.84

Atom charges from the Löwdin analysis, given in e for atoms 1 to 6:
1 In 0.941
2 C 0.018
3 C -0.224
4 N 0.045
5 C -0.159
6 C -0.145

---

Record 2
DFT (ωB97M-V/def2-TZVPD) results for an isolated molecule of C33H36N6O5 in a non-equilibrium geometry.

```
80
Properties=species:S:1:pos:R:3:forces:R:3
C 4.722 -2.027 2.210 0.28 -0.09 0.09
C 5.293 -0.677 1.870 -0.07 -0.32 0.08
O 6.459 -0.408 2.047 0.02 0.04 0.02
C 4.352 0.329 1.298 -0.09 0.53 -0.28
C 3.010 0.049 1.064 0.24 0.09 0.02
C 2.179 1.034 0.546 0.54 0.30 -0.08
C 2.682 2.287 0.225 -0.04 -0.32 -0.06
C 4.018 2.566 0.461 0.07 -0.03 -0.02
C 4.844 1.599 0.999 0.01 -0.09 0.00
H 5.884 1.804 1.199 0.09 0.01 0.01
H 4.408 3.544 0.226 0.04 0.10 -0.01
H 2.035 3.039 -0.201 -0.10 0.07 -0.06
N 0.813 0.707 0.305 0.21 -0.26 -0.29
C -0.233 1.262 0.944 -0.06 0.29 0.36
O -1.391 0.943 0.722 -0.07 0.29 0.05
C 0.050 2.344 1.993 -0.44 0.22 -0.05
N 1.153 2.069 2.859 0.07 -0.60 0.62
C 1.438 0.930 3.547 0.67 0.28 0.54
C 0.809 -0.301 3.675 -0.12 -0.03 -0.08
C 1.445 -1.231 4.465 -0.10 -0.02 -0.08
C 2.661 -0.951 5.107 0.12 -0.05 0.16
C 3.289 0.267 4.988 -0.04 0.14 -0.10
C 2.664 1.225 4.190 -1.15 -0.64 -0.36
N 3.008 2.499 3.847 0.68 0.28 0.32
N 2.125 2.970 3.074 -0.25 0.88 -0.47
H 4.225 0.483 5.475 0.14 0.00 0.08
H 3.111 -1.723 5.714 0.05 -0.05 0.05
H 1.002 -2.207 4.594 -0.06 -0.09 0.00
H -0.124 -0.510 3.176 -0.15 -0.11 -0.05
H 0.255 3.299 1.502 -0.02 -0.09 0.06
H -0.876 2.450 2.573 0.16 -0.04 -0.19
C 0.590 -0.388 -0.645 -0.13 -0.26 -0.10
C -0.292 0.000 -1.808 0.05 0.15 -0.16
C -0.848 -0.992 -2.611 0.16 0.20 0.00
C -1.626 -0.675 -3.701 0.03 -0.02 -0.14
C -1.879 0.657 -4.056 0.15 -0.09 0.37
C -1.297 1.646 -3.257 -0.08 0.08 -0.21
C -0.520 1.321 -2.163 0.06 -0.28 0.06
H -0.081 2.122 -1.587 0.02 0.07 0.08
H -1.432 2.691 -3.487 -0.03 0.08 -0.06
N -2.730 0.944 -5.110 -0.35 0.07 -0.14
C -3.145 2.303 -5.392 0.21 0.24 -0.18
H -3.236 2.874 -4.471 -0.04 0.01 -0.01
C -2.182 2.977 -6.378 -0.19 0.09 0.29
O -2.101 2.232 -7.574 -0.08 0.04 -0.09
C -1.691 0.907 -7.322 -0.08 -0.37 0.09
C -2.645 0.196 -6.350 0.27 0.07 -0.36
H -2.289 -0.817 -6.173 -0.07 0.00 -0.02
H -3.645 0.151 -6.792 0.07 -0.08 -0.01
H -1.678 0.405 -8.291 0.05 -0.04 0.07
H -0.675 0.903 -6.896 -0.07 -0.02 -0.05
H -2.538 3.968 -6.661 0.05 -0.01 0.08
H -1.182 3.062 -5.925 -0.07 0.03 -0.03
H -4.134 2.246 -5.861 0.05 0.08 0.05
H -2.063 -1.480 -4.272 -0.07 -0.06 -0.05
H -0.670 -2.031 -2.375 -0.04 -0.12 0.00
H 1.582 -0.651 -1.035 -0.24 -0.01 0.21
C 0.103 -1.641 0.126 -0.05 0.42 -0.35
O 0.902 -2.445 0.565 0.30 -0.35 0.19
N -1.226 -1.744 0.242 -0.40 -0.05 0.15
H -1.777 -0.930 -0.001 0.20 -0.11 -0.03
C -1.872 -2.839 0.921 0.11 -0.29 0.44
H -2.850 -3.001 0.465 0.00 -0.05 0.00
C -2.040 -2.611 2.441 0.21 0.33 -0.31
H -1.045 -2.600 2.897 -0.04 0.06 -0.06
C -2.865 -1.363 2.768 0.07 -0.22 0.02
H -2.652 -1.047 3.791 0.05 0.05 -0.01
H -2.673 -0.533 2.092 0.04 0.07 0.07
C -4.294 -1.898 2.673 0.07 -0.15 0.02
H -4.670 -1.810 1.653 -0.05 0.02 0.00
C -4.134 -3.374 3.069 -0.42 -0.07 0.11
H -4.474 -3.562 4.092 -0.02 0.01 -0.11
O -2.748 -3.686 3.020 0.17 -0.14 -0.05
H -4.684 -4.042 2.395 0.02 0.06 0.09
H -4.979 -1.374 3.336 -0.06 0.03 -0.04
H -1.259 -3.734 0.783 -0.16 0.04 -0.03
H 2.593 -0.922 1.280 -0.07 -0.13 0.03
H 3.945 -1.921 2.965 -0.11 -0.02 0.00
H 4.282 -2.489 1.330 -0.12 -0.05 -0.07
H 5.515 -2.664 2.595 0.02 0.02 0.00
```
Positions in Å, forces in eV/Å.

Results
Structure (SMILES): CC(=O)c1cccc(N(C(=O)Cn2nnc3ccccc32)[C@@H](C(=O)NC[C@H]2CCCO2)c2ccc(N3CCOCC3)cc2)c1
Total charge: 0
F_max in eV/Å: 1.365
E_LUMO in eV: 0.14
HOMO-LUMO gap in eV: 7.98

Atom charges from the natural (NBO) analysis, given in e for atoms 1 to 6:
1 C -0.726
2 C 0.580
3 O -0.534
4 C -0.156
5 C -0.228
6 C 0.209